# 1
Computed, not measured: 9 unconnected molecules or ions with the total composition C36H83O15P at a distorted geometry, with the ωB97M-V functional and the def2-TZVPD basis.

Element x y z (Å)
P  -0.56151  -0.67138  4.90954
O  6.38350  0.90901  -8.86129
O  5.86016  1.26252  0.75361
O  3.97694  5.12137  -3.91139
O  -4.14298  2.47726  5.23419
O  -2.36249  -1.22015  2.80067
O  -6.75692  3.98663  4.63792
O  2.27705  2.28442  -2.41150
O  4.02276  3.57006  -6.84721
O  0.88087  0.16162  4.49491
O  -0.14617  1.66269  0.26644
O  -6.86119  4.82830  1.95537
O  -9.80593  2.82457  2.94463
O  -2.55167  -1.19575  -3.29292
O  -3.35613  -2.61341  0.50386
O  -1.92002  1.06265  7.33467
C  -3.10075  -3.13885  -1.91971
C  1.10514  2.21467  -0.17667
C  3.51947  0.31331  -1.66592
C  -0.15252  -2.49532  4.77420
C  -2.08035  -2.89136  1.09713
C  3.70493  -1.12288  -1.59178
C  4.04455  -4.14278  -3.24671
C  1.84090  -5.47083  0.57671
C  2.40704  0.89378  -2.43112
C  -7.80888  3.37278  5.37335
C  3.73244  -6.49446  -0.97279
C  -3.13311  2.01934  4.30817
C  -3.50781  2.53504  2.86643
C  -0.89696  1.98914  7.65739
C  4.28986  -5.37232  1.23290
C  -3.07505  0.45667  4.38307
C  7.36392  1.29832  -9.81511
C  1.07204  2.64379  -1.69338
C  2.79746  -2.06629  -2.29109
C  1.62518  -4.29691  -2.46561
C  -1.83216  -0.15035  3.59590
C  1.52810  -0.01414  -3.14411
C  -3.68107  -3.57127  -0.50491
C  -3.46531  -1.64247  -2.25218
C  3.01773  -3.63621  -2.13406
C  3.31150  -5.29271  -0.04357
C  -1.35933  -0.48685  0.60461
C  -5.88697  5.22448  0.99725
C  -10.08528  1.82368  1.97114
C  5.43553  3.42332  -6.92298
C  -1.47543  -1.57529  1.74004
C  3.53328  -3.85610  -0.65619
C  7.27130  1.09669  0.67557
C  2.76344  5.85490  -3.80355
C  1.71716  -1.47312  -3.06627
C  0.03263  0.25731  0.58077
H  3.90783  -7.37630  -0.28800
H  1.23724  3.16583  0.42206
H  1.50512  -5.34725  -2.11306
H  0.66793  -2.65192  4.02352
H  4.44923  -6.43413  1.54087
H  5.83125  3.14665  -5.94186
H  -1.52556  -0.97047  -0.38670
H  7.48959  0.30736  -0.04180
H  7.76267  0.41538  -10.32112
H  -9.34846  1.02833  2.06887
H  2.95122  -6.82536  -1.70032
H  0.63094  1.10398  4.52201
H  -1.04282  -3.14441  4.58848
H  -0.23896  1.53797  8.39872
H  4.06255  -3.49997  -4.15762
H  -6.33909  5.89378  0.26099
H  2.99402  -3.12554  0.00650
H  5.25219  -4.84989  0.96558
H  4.55715  -1.48703  -0.97936
H  0.62675  0.11310  1.53146
H  -2.95678  0.16941  5.46168
H  1.17870  -6.11451  -0.05108
H  -1.35405  -3.37602  0.39187
H  0.61644  -0.18021  -0.28579
H  -3.43793  -0.96951  -1.35967
H  5.88729  4.36248  -7.25653
H  5.68006  0.45991  -9.34285
H  -1.33612  2.90055  8.07211
H  -2.13524  0.29766  0.83002
H  3.66855  -5.16131  -3.56085
H  0.81397  -3.70214  -1.94753
H  -7.56096  4.36689  1.47954
H  7.73774  2.02659  0.34108
H  1.97933  1.56700  0.09763
H  4.19311  1.01137  -1.11164
H  -7.16110  4.62750  4.04149
H  -2.27052  -3.62386  1.94160
H  3.84364  4.27044  -6.20689
H  2.65872  6.24937  -2.78933
H  2.78872  6.68304  -4.51028
H  4.62873  -3.60097  -0.64935
H  -11.08389  1.41250  2.13619
H  -3.57473  -3.75621  -2.73712
H  1.39922  -4.42997  0.56631
H  0.98477  -2.09813  -3.62355
H  4.70030  -6.34072  -1.51554
H  -5.08416  5.74844  1.51330
H  3.92801  4.39525  -3.27706
H  -4.02684  -0.04000  4.04274
H  -2.48851  1.48468  6.67980
H  -0.31659  2.23196  6.76094
H  1.91707  5.20425  -4.03996
H  -3.92483  3.57953  2.89352
H  -1.99799  -3.33107  -1.99758
H  -10.02272  2.25210  0.96730
H  -4.77272  3.04779  4.74655
H  -7.37934  2.64089  6.05667
H  -10.46860  3.51677  2.84054
H  0.27638  -2.79025  5.77218
H  -2.59572  2.49204  2.21040
H  0.14875  2.21417  -2.16551
H  5.06289  -4.33664  -2.81096
H  -4.79963  -3.60407  -0.62542
H  -3.34619  -4.60990  -0.24012
H  0.69620  0.43441  -3.73043
H  5.68982  1.96375  1.39193
H  3.81295  -4.75052  2.03372
H  -5.47864  4.34324  0.49621
H  -0.47373  -1.89252  2.15283
H  -2.15399  2.46126  4.64178
H  7.66745  0.81418  1.65408
H  8.17206  1.80965  -9.29464
H  1.90386  -5.77239  1.64902
H  -8.49090  2.87006  4.68565
H  6.92108  1.97703  -10.54866
H  1.40951  -4.21453  -3.56706
H  -4.49474  -1.58008  -2.71581
H  -2.58697  -0.22230  -3.31461
H  -4.33522  1.88096  2.47169
H  5.66790  2.63700  -7.63983
H  -1.39199  0.69740  2.99693
H  -8.34870  4.13099  5.94807
H  0.95850  3.76176  -1.74642

Results
frontier orbital gap = 0.2869 Eh
structure (SMILES) = C[C@@H](O)C[C@H](O[C@H](CCOCCOc1ccc(C(C)(C)CC(C)(C)C)cc1)COCCCO)P(C)O.CO.CO.CO.CO.CO.CO.CO.CO

=====

# 2
Computed, not measured: a molecular structure, C44H35BrN7O3Ti at a distorted geometry, with the ωB97M-V functional and the def2-TZVPD basis.

Element x y z (Å)
Br  0.48763  3.64958  1.70545
Ti  -0.44730  0.17554  0.55603
O  0.05258  0.46948  2.83295
O  2.99129  -2.43371  1.83108
O  1.04423  -0.95197  0.95086
N  1.24285  1.21042  -0.27832
N  -1.17308  0.63726  -1.36526
N  -1.95708  2.78777  -0.58625
N  -3.05070  -0.23846  2.84266
N  -2.01766  1.14305  1.16881
N  -1.74692  -1.67004  1.24950
N  1.82704  0.14295  -0.97869
C  -1.36597  2.54666  -2.84659
C  -2.73533  0.96516  2.36672
C  -0.27935  -3.78293  0.92196
C  3.82622  6.40337  -3.14229
C  -1.05020  1.78638  -3.92123
C  3.55349  5.63195  -4.26493
C  1.15296  -5.78690  0.77771
C  -2.32937  2.34010  0.62516
C  0.54089  -4.76095  1.55258
C  1.67688  2.34986  -0.59581
C  -0.91180  -0.09930  -2.49063
C  -2.61807  -2.08199  0.13198
C  0.23263  -4.85206  -1.21935
C  -3.58824  -2.53193  2.67708
C  -5.01116  3.76707  3.47310
C  4.29721  -3.61616  0.29605
C  1.45364  -1.16256  -0.36526
C  -4.39557  2.54465  3.59329
C  4.64724  -3.95477  -0.99683
C  2.58330  -2.14149  -0.54197
C  2.29807  5.06323  -1.83191
C  -0.85051  -2.76063  1.75021
C  2.63359  4.59806  -4.18050
C  2.94378  -2.50715  -1.83921
C  -3.46421  2.16931  2.60546
C  3.19436  6.12692  -1.94036
C  -3.21481  3.03109  1.52368
C  -4.74965  4.63662  2.38412
C  -0.53925  -2.71918  3.07391
C  0.79007  -4.70818  2.94116
C  1.32417  3.63872  0.01430
C  -0.84342  0.39484  -3.74740
C  -3.86247  4.26874  1.40199
C  3.97219  -3.40168  -2.08225
C  0.27569  -3.69160  3.68088
C  -0.38429  -3.87094  -0.50376
C  -2.75096  -1.39131  2.34763
C  -3.94380  -3.37868  1.69231
C  -1.48998  1.97129  -1.53873
C  2.00328  4.31879  -2.97484
C  -3.58152  -2.98047  0.34208
C  3.26568  -2.71009  0.53920
C  1.68248  4.80854  -0.50688
C  1.00702  -5.84306  -0.57106
H  0.60735  -1.55007  -0.94939
H  2.44127  2.40708  -1.36932
H  -0.94823  -1.92415  3.68277
H  -0.98734  2.23208  -4.90788
H  1.53331  5.68245  0.11765
H  1.41992  -5.46736  3.38866
H  4.04104  5.85093  -5.20660
H  0.48426  -3.61816  4.74114
H  4.52764  7.22465  -3.20482
H  -4.61132  -4.21320  1.86994
H  3.40469  6.73359  -1.06586
H  -0.62852  -0.26592  -4.57476
H  -4.61285  1.88297  4.42310
H  0.13397  -4.86434  -2.29928
H  1.48548  -6.62640  -1.14519
H  -0.57397  1.00940  3.33640
H  1.76653  -6.51636  1.29684
H  2.38846  4.01515  -5.05931
H  -1.58796  3.60301  -2.92241
H  -2.45636  -1.59372  -0.81591
H  -0.75801  -1.15889  -2.33099
H  -5.26588  5.58686  2.32328
H  -5.72508  4.07670  4.22791
H  4.23898  -3.67359  -3.09590
H  -4.17276  -3.32489  -0.50040
H  -3.65831  4.91035  0.55182
H  -4.01429  -2.58478  3.67321
H  4.80643  -4.04772  1.14988
H  -0.95849  -3.14399  -1.04825
H  0.94552  0.62599  3.15482
H  2.82818  0.26405  -1.06356
H  1.23786  3.55453  -2.94077
H  2.39227  -2.07740  -2.67090
H  5.45002  -4.66458  -1.16233
H  2.17842  -1.89350  1.85682

Results
<S²> = 0.754
frontier orbital gap (alpha / beta) = 0.1941 / 0.1900 Eh
relative energy (zero: lowest compared OMol25 entry of this formula, charge and spin) = 181.2 kJ/mol
spin multiplicity = 2